Entry from the OMol25 dataset: 5 unconnected molecules or ions with the total composition C41H49N6O11S (the ωB97M-V functional and the def2-TZVPD basis).

Structure (XYZ):
```
108
Properties=species:S:1:pos:R:3:lowdin_charge:R:1
C -0.683 3.486 2.057 -0.071
C -2.049 2.774 1.553 -0.372
O -2.672 3.709 0.625 -0.085
C -1.787 1.322 0.891 -0.186
N -1.164 0.365 1.840 -0.077
C -1.048 -1.011 1.283 -0.158
C 0.375 -1.366 0.636 -0.158
O 1.528 -0.869 1.355 -0.065
C 1.870 0.456 0.985 -0.317
C 3.325 0.999 1.473 -0.037
N 3.509 2.218 0.573 -0.002
C 3.719 3.345 1.541 -0.179
C 4.002 4.776 0.859 -0.178
C 5.040 4.745 -0.372 -0.183
C 4.426 5.318 -1.761 -0.180
C 4.063 4.143 -2.799 -0.229
C 4.755 4.314 -4.243 -0.239
C 3.656 5.040 -5.210 -0.434
S 4.603 6.421 -6.084 0.904
C 4.059 8.004 -5.321 -0.553
N 4.937 9.127 -5.290 -0.005
N 4.196 10.122 -4.703 -0.010
C 2.909 9.595 -4.351 -0.085
O 2.782 8.210 -4.743 -0.055
C 2.347 2.281 -0.305 -0.209
N 1.676 3.305 -0.831 0.241
N 1.993 0.842 -0.453 0.123
H 0.068 2.741 2.501 0.059
H -0.934 4.220 2.914 0.091
H -0.175 4.099 1.220 0.063
H -2.700 2.664 2.503 0.153
H -3.305 4.224 1.185 0.111
H -2.820 0.973 0.499 0.131
H -1.153 1.510 -0.056 0.122
H -1.640 0.388 2.749 0.122
H -1.819 -1.078 0.417 0.126
H -1.375 -1.782 2.056 0.101
H 0.328 -1.084 -0.471 0.069
H 0.458 -2.522 0.660 0.146
H 1.190 1.273 1.438 0.131
H 3.108 1.324 2.550 0.139
H 4.113 0.176 1.332 0.156
H 4.677 3.086 2.133 0.150
H 2.883 3.482 2.305 0.131
H 4.480 5.433 1.681 0.126
H 3.042 5.334 0.552 0.093
H 5.900 5.471 -0.107 0.117
H 5.526 3.716 -0.485 0.112
H 5.191 6.025 -2.247 0.116
H 3.480 5.946 -1.589 0.107
H 4.353 3.126 -2.367 0.101
H 2.934 4.147 -2.971 0.070
H 5.719 4.935 -4.186 0.098
H 4.959 3.299 -4.721 0.109
H 3.190 4.324 -5.966 0.086
H 2.794 5.513 -4.626 0.075
H 2.052 10.166 -3.856 0.136
H 1.319 3.218 -1.800 0.151
H 1.522 4.221 -0.383 0.127
H 1.096 0.836 -0.986 0.100
C 2.125 -2.775 -3.934 0.045
C 1.409 -2.251 -2.939 0.036
C 0.514 -1.097 -3.165 -0.363
O -0.143 -0.614 -2.253 0.011
C 0.442 -0.547 -4.534 0.010
C 1.158 -1.070 -5.529 0.040
C 2.054 -2.225 -5.305 -0.373
O 2.705 -2.703 -6.211 0.133
H 2.787 -3.619 -3.786 0.131
H 1.449 -2.642 -1.930 0.118
H -0.220 0.297 -4.681 0.121
H 1.117 -0.679 -6.538 0.130
C -3.218 -0.297 -3.403 0.020
C -4.292 0.389 -3.008 0.028
C -5.643 0.052 -3.505 -0.384
O -6.621 0.678 -3.146 0.116
C -5.758 -1.075 -4.455 0.029
C -4.684 -1.761 -4.851 0.025
C -3.333 -1.424 -4.354 -0.374
O -2.353 -2.052 -4.714 0.097
H -2.222 -0.063 -3.050 0.086
H -4.225 1.216 -2.312 0.120
H -6.754 -1.308 -4.808 0.127
H -4.751 -2.588 -5.546 0.125
C -0.292 -4.133 5.007 0.017
C 0.129 -5.335 5.400 0.024
C -0.694 -6.545 5.183 -0.374
O -0.311 -7.641 5.544 0.119
C -2.001 -6.370 4.513 0.024
C -2.421 -5.165 4.120 0.025
C -1.599 -3.958 4.336 -0.386
O -1.981 -2.857 3.975 0.061
H 0.297 -3.237 5.158 0.119
H 1.083 -5.481 5.892 0.123
H -2.594 -7.272 4.361 0.075
H -3.375 -5.019 3.628 0.122
C -6.638 -9.964 6.165 0.029
C -5.682 -9.630 5.297 0.027
C -4.528 -8.805 5.709 -0.347
O -3.654 -8.498 4.916 0.065
C -4.472 -8.365 7.119 0.031
C -5.427 -8.698 7.987 0.030
C -6.583 -9.524 7.576 -0.382
O -7.453 -9.830 8.367 0.119
H -7.491 -10.567 5.881 0.126
H -5.707 -9.945 4.261 0.124
H -3.618 -7.762 7.403 0.124
H -5.402 -8.384 9.023 0.126
```

Results
Strongest force on any atom = 5.89 eV/Å
Charge = +1
M = 833.94 u
HOMO-LUMO gap = 6.50 eV
LUMO energy = -4.0 eV